ORCA calculation (ωB97M-V with the def2-TZVPD basis set) on 14 unconnected molecules or ions with the total composition C96H211N9O14 in a non-equilibrium geometry.

For the calculated total energy, the calculation gives -5329.99808 Ha. Its maximum force is 3.35 eV Å⁻¹. As for the lowest unoccupied orbital energy: 0.44 eV. For the gap between HOMO and LUMO, the calculation gives 8.526 eV.

```
330
Properties=species:S:1:pos:R:3:forces:R:3
C 2.582884 4.081778 1.265329 -0.3361 1.1148 -0.0135
C 3.708822 4.707261 2.132737 0.1214 -0.4082 -1.6409
C 4.458106 3.615301 2.843425 0.7253 -0.6056 0.5907
C 5.482801 2.831219 2.018038 -0.7413 0.8356 -1.0160
C 6.380389 3.770160 1.211000 -0.1048 -0.0505 1.0322
C 5.589457 4.749977 0.327042 -0.4259 -0.1018 1.3516
N 4.712871 5.431396 1.325898 -0.5444 1.5050 -0.0226
O 4.073444 6.638859 0.772040 0.0343 -1.8380 -0.5534
C 6.576074 5.778670 -0.109070 0.1224 1.3226 -1.5571
C 4.846702 4.103919 -0.876307 2.2169 -0.8724 1.3024
C 3.086539 5.647289 3.143407 -0.6938 0.0270 -0.8374
H 1.800935 3.627580 1.894341 0.2791 0.1731 -0.3816
H 2.954817 3.383097 0.554905 0.3724 -1.0661 -0.1599
H 2.131053 4.843762 0.591469 -0.1360 -0.1673 0.7239
H 5.014348 4.106677 3.669278 -0.1754 -0.3250 -0.2855
H 3.764034 2.898799 3.294615 -0.1117 0.1878 0.0765
H 5.084327 2.062132 1.300323 -0.1275 0.6282 0.8354
H 6.080210 2.334144 2.730647 0.8239 -0.9911 0.6770
H 7.035532 3.083777 0.699828 0.4734 0.2466 -0.8893
H 7.023504 4.413832 1.878129 -0.6918 -0.7286 -0.4684
H 6.050123 6.401832 -0.856385 0.4577 0.4621 0.6556
H 7.091440 6.339348 0.680670 -0.8278 0.0845 0.0158
H 7.397412 5.376218 -0.674661 0.3087 -0.8412 -0.3531
H 4.740940 3.032011 -0.599301 -0.6302 0.7401 -0.7984
H 4.003105 4.640083 -1.214177 -1.4723 0.2610 0.1292
H 5.513071 4.206968 -1.712918 0.5421 -0.4511 -0.5147
H 3.710313 6.478621 3.435532 0.3717 0.0236 0.0610
H 2.836908 5.024588 3.986974 -0.3251 0.3324 0.4214
H 2.186183 6.044964 2.656844 0.0287 0.1620 0.5726
H 3.451909 6.300617 0.074677 0.5856 0.4729 0.7132
C -4.234951 -1.459095 -8.345854 -0.8412 -0.2240 0.0671
C -4.275260 -1.389400 -6.824573 1.3259 -0.4304 0.2287
C -5.647060 -1.794729 -6.329790 -0.5093 0.1138 1.5184
C -5.648278 -2.219627 -4.837614 -0.0476 -0.1506 0.0634
C -4.666391 -3.383653 -4.641264 -0.9688 0.3939 1.1339
C -3.239055 -2.948685 -4.932244 -0.8557 -0.2559 -1.4494
N -3.373236 -2.537197 -6.396873 1.2100 0.1701 0.9619
O -1.981366 -2.278768 -6.771806 -0.7231 0.5543 -0.5919
C -2.652312 -1.933191 -3.916913 -0.2615 -0.9368 -0.2298
C -2.492179 -4.278913 -4.940971 3.2889 -0.0146 -0.6166
C -3.873474 0.021205 -6.363365 -0.2862 -1.0014 1.2775
H -5.068909 -0.876149 -8.743295 0.1071 0.0707 -0.1261
H -4.412021 -2.505598 -8.598212 0.0980 0.0290 -0.3132
H -3.315601 -1.104765 -8.798196 0.1969 0.1087 0.0612
H -6.424138 -1.040773 -6.530827 0.4481 0.0444 0.0478
H -5.974006 -2.689796 -6.806906 -0.1494 -0.6900 -0.9513
H -6.653063 -2.532609 -4.535057 0.0135 0.0386 -0.1779
H -5.386613 -1.417198 -4.158764 0.0573 0.3835 0.0498
H -4.960039 -4.153592 -5.361191 0.2224 -0.0968 0.1087
H -4.720109 -3.847915 -3.615865 -0.0469 0.5998 -0.7984
H -3.292004 -1.061809 -3.721699 0.3463 -0.2535 -0.1961
H -2.566017 -2.507478 -2.995227 -0.1509 0.0867 0.3529
H -1.624041 -1.661552 -4.150382 -0.1510 0.3412 -0.2543
H -3.004444 -5.036624 -5.589312 0.6532 0.7586 0.5084
H -1.318295 -4.159523 -5.247610 -2.8856 -0.3077 0.4296
H -2.414321 -4.645536 -3.914647 -0.2957 -0.1275 0.0040
H -4.063835 0.128280 -5.270897 0.1094 0.0817 -0.7453
H -4.539343 0.696750 -6.887978 0.2898 0.4750 -0.1421
H -2.805469 0.175217 -6.524979 -0.1795 0.2913 -0.2468
H -1.933925 -2.514027 -7.708699 -0.0569 -0.1048 0.2234
C -7.630108 -0.546025 -1.723182 0.5744 2.5331 1.5948
C -6.607699 -0.448628 -0.533434 1.4682 0.0565 -0.5117
C -5.211726 -0.833739 -1.137391 -1.4513 -0.9514 0.2791
C -3.994241 -0.563871 -0.252431 0.0940 0.1592 0.9941
C -3.982501 0.950424 0.166879 -0.1496 -0.4025 -1.5427
C -5.339577 1.336846 0.780201 -0.3484 1.7752 -0.9662
N -6.433002 0.966290 -0.159333 -0.3133 -0.6438 -0.3890
O -7.692245 1.438959 0.372814 0.6044 -0.4538 0.2361
C -5.495266 0.804687 2.162276 -2.0609 1.4961 1.5945
C -5.497544 2.912154 0.805811 1.1463 -0.4163 0.7846
C -7.000425 -1.344680 0.669684 -0.2661 0.3803 -0.1322
H -8.540433 0.007731 -1.373241 0.5904 -0.5688 -0.6268
H -7.864216 -1.573812 -1.820596 -0.2303 -0.9768 -0.7864
H -7.166125 -0.007261 -2.608949 -0.8076 -0.9923 0.8641
H -5.387237 -1.896784 -1.460779 0.8433 0.6386 0.4102
H -5.104385 -0.274080 -2.079678 0.1043 0.0487 0.3108
H -3.163926 -0.816355 -0.888252 0.7260 0.1609 -0.1285
H -3.830844 -1.207760 0.658378 -0.7061 0.3427 -0.8946
H -3.786636 1.521568 -0.792608 -0.3818 -0.2642 1.0244
H -3.182069 1.234469 0.871943 -0.2442 -0.3564 -0.1874
H -6.605980 0.893216 2.462371 1.7090 -0.2436 -0.3274
H -5.164857 -0.174954 2.313839 0.4141 -1.5280 0.0546
H -4.928012 1.408344 2.879608 -0.0369 0.1529 -0.1376
H -5.693769 3.186850 -0.232030 -0.4491 0.2872 0.1719
H -6.310538 3.208257 1.554673 1.3193 -0.1090 -1.2246
H -4.477589 3.377544 1.003160 -1.2874 -0.4267 0.3627
H -7.906420 -0.842717 1.091534 0.8172 -0.6511 0.2231
H -6.176311 -1.518706 1.409930 -0.9544 0.4582 -0.6946
H -7.288651 -2.337679 0.331254 -0.1505 -0.0976 -0.1990
H -7.840968 2.159407 -0.228836 -0.4552 0.5580 -0.2194
C -3.352978 4.747408 -2.434848 2.6708 -0.3375 1.7079
C -3.283509 6.272981 -2.251119 1.2528 0.1614 -1.3260
C -4.194553 6.783294 -1.147625 -1.0323 -0.1165 -0.3540
C -3.653270 6.636686 0.276909 -0.0597 0.0974 0.8698
C -2.301152 7.393988 0.336870 -0.9304 -0.6334 -0.4442
C -1.282077 6.758158 -0.613057 -0.2469 -0.0790 -1.3103
N -1.896769 6.838224 -2.006502 -0.2743 0.1158 0.3508
O -1.008365 6.342288 -3.053290 -0.0175 1.3907 0.3337
C -0.087939 7.724793 -0.595678 -1.0750 0.1592 0.4574
C -0.923262 5.297820 -0.299167 -0.5062 0.4245 1.8194
C -3.625814 6.851792 -3.644321 -1.6240 0.8350 1.3495
H -2.342046 4.390569 -2.770522 -1.0494 0.2434 -0.1757
H -4.124586 4.336967 -3.013689 -1.0972 0.0513 -1.4048
H -3.491449 4.226589 -1.495930 -0.0110 0.0103 0.6335
H -4.458564 7.854994 -1.368582 0.3761 -0.8194 0.4385
H -5.141834 6.212969 -1.249204 0.3450 0.3290 0.0695
H -3.584450 5.617786 0.726780 0.4099 0.1586 -1.1607
H -4.448055 6.977058 0.958408 0.4179 0.8333 -0.1214
H -1.824651 7.456492 1.317201 -0.2984 -0.0513 0.0957
H -2.456078 8.405651 -0.065518 -0.0401 -0.0995 0.3800
H -0.379908 8.717795 -0.985453 0.0254 -0.5393 0.0710
H 0.230931 7.874438 0.442565 0.2718 -0.1967 -0.2356
H 0.667978 7.314561 -1.206425 1.2454 -0.2559 -0.5610
H -0.090108 4.945520 -0.843198 0.7675 -0.3447 -1.0465
H -0.662736 5.083513 0.750507 0.1687 0.6707 0.0526
H -1.769978 4.640604 -0.410276 -0.2720 -0.1381 -0.5680
H -3.164418 6.306767 -4.423385 0.7137 -0.4467 -0.7655
H -3.395655 7.920718 -3.683390 0.1886 -0.1443 -0.0819
H -4.709765 6.774161 -3.801413 0.0595 -0.0925 0.0074
H -0.842903 7.158910 -3.608355 -0.3553 -1.3245 1.0825
C 0.753992 1.141293 4.091888 2.6211 -0.6042 1.1141
C 0.445359 2.389208 4.889092 -0.3592 0.7206 -0.7814
C -0.286751 3.385578 3.928080 1.0809 0.1578 0.3726
C -1.169090 4.460015 4.600181 1.8797 -0.4122 -0.9767
C -2.086033 3.742593 5.496737 -1.5557 -1.1115 -0.6670
C -1.404046 2.843618 6.555656 -1.6596 0.7856 -0.0254
N -0.481585 1.934717 5.859031 -1.7926 -0.3946 2.3019
O 0.209741 1.114391 6.828194 -0.1652 0.4446 0.3414
C -0.751315 3.828281 7.574431 0.9849 -0.0442 -0.4324
C -2.585415 2.018612 7.255945 1.7082 0.4900 0.4289
C 1.692875 3.063187 5.462818 0.0983 -1.9403 0.6028
H -0.056460 0.722586 3.559303 -0.9790 -0.1661 -0.5948
H 1.173537 0.344564 4.754882 -0.5765 0.5005 -0.1558
H 1.614514 1.320645 3.465426 0.1366 0.2552 -0.8771
H 0.615671 3.841212 3.465376 -1.1310 -0.1030 -0.5688
H -0.909944 2.781886 3.246539 0.3547 0.4246 -0.0265
H -1.671348 5.012471 3.808430 -0.2585 0.0644 0.0658
H -0.559677 5.180272 5.137192 0.2597 0.1797 0.0288
H -2.754657 3.160444 4.797745 0.4809 0.0384 0.9649
H -2.732138 4.457938 5.972117 -0.4405 0.1755 0.6537
H -0.506198 4.811823 7.068385 -0.0827 -1.1888 0.7736
H -1.436434 4.023686 8.395851 0.0609 0.0335 0.0582
H 0.198290 3.390767 7.988113 -0.7746 0.6794 -0.1330
H -3.247922 2.663054 7.880179 0.5692 -0.2582 -0.6398
H -3.163478 1.493666 6.508210 -0.0688 -0.1726 -0.1520
H -2.100724 1.289337 7.932951 -0.4670 0.1420 -0.2615
H 2.368529 2.354548 5.967336 -0.3241 -0.0237 -0.1703
H 1.480679 3.808043 6.174571 -0.5229 1.0587 0.8463
H 2.255873 3.510947 4.706009 0.7627 0.4991 -1.2077
H 0.276539 1.609421 7.677814 0.0038 -0.1970 -0.8443
C 0.000246 3.780085 -6.295211 -0.0041 0.6166 0.0446
C 0.926925 4.989478 -6.492099 -1.1552 -0.3892 -1.0396
C 1.992259 4.911802 -5.476071 1.6486 -2.0296 -0.6677
C 3.020333 3.784648 -5.764541 -1.0644 0.8749 -0.6679
C 3.750467 4.230333 -7.020983 -0.4517 -1.3082 -0.4668
C 2.738919 4.216394 -8.239633 0.2890 -0.8776 1.1770
N 1.556073 5.060094 -7.902005 0.6253 0.6635 0.6864
O 0.590182 5.116430 -8.975515 0.2053 -1.2366 1.5098
C 3.505865 4.715795 -9.454908 0.0537 0.0336 -0.3580
C 2.310344 2.710617 -8.552629 0.4392 1.4169 1.2866
C 0.123284 6.271469 -6.302165 1.0915 1.6384 -1.3231
H 0.527562 2.822776 -6.311514 -0.4074 0.1232 -0.2699
H -0.775675 3.929734 -7.017537 -0.5560 -0.7889 -0.9147
H -0.573993 3.865534 -5.372861 0.3792 0.0538 0.3881
H 2.559480 5.775777 -5.477819 1.2944 2.1475 -0.3191
H 1.717185 4.855910 -4.463897 -1.4661 -0.3552 1.2363
H 2.590272 2.774128 -5.863908 0.0037 0.5148 -0.0077
H 3.623806 3.753563 -4.906480 1.3103 -0.1820 1.0708
H 4.527946 3.507553 -7.279440 -0.0284 -0.1945 -0.1437
H 4.323638 5.149583 -6.855571 -0.6436 0.2651 -0.2310
H 4.438961 4.133824 -9.598622 -0.6212 0.1155 0.1094
H 2.866031 4.594343 -10.310593 -0.1152 -0.1584 -0.6656
H 3.794556 5.764695 -9.459909 -0.1435 0.1539 0.5256
H 3.044914 2.235162 -9.154815 0.6745 -0.4614 -0.5390
H 2.106982 2.088086 -7.681168 0.2154 0.1824 0.0830
H 1.402719 2.756671 -9.089982 -1.0004 -0.0750 -0.9067
H -0.019137 6.577376 -5.279718 -0.2848 -0.5609 0.4839
H -0.803677 6.318684 -6.870646 -0.1478 -0.2662 0.1577
H 0.740477 7.115003 -6.715654 -0.4008 -0.7258 0.1666
H 0.071063 4.284625 -8.855922 0.2716 0.7181 -0.3991
C 5.220494 -1.579549 2.107493 -0.1144 1.1499 -0.6241
C 4.821434 -1.776060 3.530217 0.2137 -0.3115 -0.1400
C 3.290285 -1.757679 3.644583 -0.3318 2.5085 -0.5906
C 2.740011 -2.243883 4.952310 2.6228 -0.5346 -0.0362
C 3.381013 -3.597238 5.171856 -0.2998 -1.6193 -0.0034
C 4.892691 -3.720785 5.080050 1.7762 0.2425 0.6921
N 5.298134 -3.130710 3.798814 -0.5700 -0.8648 -0.0478
O 6.713303 -3.270925 3.574340 -1.0267 0.1865 0.4383
C 5.569862 -3.086957 6.350696 0.5635 -0.4157 0.7177
C 5.364608 -5.178300 5.043211 -0.9596 -0.8082 2.2356
C 5.444295 -0.688592 4.354922 0.4836 1.8717 -0.2444
H 4.976579 -0.614398 1.710394 -0.1230 0.9827 0.1139
H 4.676135 -2.211736 1.467074 -0.6288 -1.2875 -0.8012
H 6.264948 -1.730676 1.963025 0.7630 -0.1441 -0.0746
H 2.980689 -0.673598 3.555975 0.4221 -0.8986 -0.2394
H 2.882219 -2.217323 2.742082 -0.2099 -0.4840 0.3994
H 1.709521 -2.328946 4.977169 -2.2663 -0.2574 -0.2965
H 2.958434 -1.552672 5.780622 0.3237 -0.0708 -0.2001
H 3.055164 -4.377826 4.456223 -0.4545 0.6746 -0.1553
H 3.050895 -4.003230 6.109682 0.0585 -0.2662 0.8282
H 6.674335 -2.846789 6.305803 -1.0820 0.1300 -0.5101
H 5.001715 -2.191337 6.660897 0.5273 -0.5668 0.2176
H 5.613706 -3.864296 7.167977 -0.6453 0.8488 -0.6692
H 5.079627 -5.669311 4.137770 -0.4400 -0.3772 -0.5835
H 6.433441 -5.302467 5.146766 0.3747 0.3385 -0.0879
H 4.953677 -5.733900 5.972659 0.3014 0.7567 -1.5823
H 5.029201 0.276068 3.981488 0.1012 -0.4959 0.3200
H 6.529380 -0.560930 4.178452 -0.3629 -0.4654 0.2291
H 5.238275 -0.731648 5.413623 0.0234 -0.0152 0.1767
H 7.047173 -3.153576 4.466341 0.7318 0.1884 0.2473
C -1.206695 -2.624317 3.196032 0.8090 1.0337 1.0005
C -1.549552 -3.179622 4.608507 -0.4232 -0.1435 -1.5402
C -0.974333 -4.580476 4.724575 0.5908 0.8255 0.3583
C -1.170827 -5.015248 6.129065 -0.7783 -0.1279 0.8980
C -0.444619 -4.161267 7.130937 1.5286 -0.6072 -0.6176
C -0.884049 -2.727549 7.076777 -0.7602 0.6373 -0.3421
N -0.912373 -2.315562 5.618744 0.3203 0.2440 0.5826
O -1.507528 -1.009351 5.531220 0.4323 0.2554 0.2288
C -2.259911 -2.550147 7.735685 0.7554 0.0513 -0.1954
C 0.186843 -1.875574 7.761041 -0.3938 0.6533 0.2555
C -3.103658 -3.265505 4.586721 -0.3177 -1.6510 -1.0170
H -0.137560 -2.572822 2.941631 -0.0342 -0.3238 0.4426
H -1.542256 -1.595161 3.176336 -0.2473 0.3219 -0.1658
H -1.698807 -3.145845 2.410620 -0.4790 -0.6577 -0.5301
H -1.481902 -5.238242 4.015742 0.2759 0.0637 -0.0810
H 0.110430 -4.520097 4.568997 -0.0835 -0.2078 -0.5744
H -0.897829 -6.025008 6.270919 0.3264 -1.3444 0.1476
H -2.217419 -4.932393 6.353927 -0.7217 -0.3584 0.1722
H 0.628071 -4.252000 6.860578 -0.1999 0.3562 0.0998
H -0.480756 -4.567496 8.140392 -0.3853 0.0905 0.1460
H -2.985188 -3.266881 7.405933 -0.5469 0.0258 -0.7029
H -2.289742 -2.662274 8.791022 0.7219 -0.3342 1.2366
H -2.509217 -1.524057 7.599681 -0.8864 0.6638 -0.5570
H 1.100045 -2.156515 7.261493 0.6289 0.2058 0.0934
H 0.083011 -0.760212 7.750264 -0.2627 -1.2074 -0.3248
H 0.227104 -2.149325 8.814244 0.1751 -0.2243 0.0966
H -3.488327 -2.295887 4.730318 -0.6539 1.2822 -0.0051
H -3.623977 -3.925312 5.311939 0.6757 0.3116 -0.1748
H -3.433728 -3.661914 3.554245 0.5132 0.7494 1.5654
H -0.818744 -0.359975 5.821707 -0.5867 -0.8263 -0.4188
C 1.833782 -1.491714 0.274383 0.1447 0.4050 -0.1554
C 0.503814 -1.071324 -0.368769 0.0476 -2.1030 -1.1864
C -0.250613 -0.099542 0.458964 -2.9339 -0.2230 0.5109
C 0.316955 1.265128 0.385119 1.6250 0.8943 0.3855
C 0.444706 1.748509 -1.036702 1.2562 0.9715 -1.2738
C 1.255498 0.768501 -1.989403 -0.6637 0.6485 1.2151
N 0.625246 -0.540887 -1.745168 1.0255 0.1004 -1.1074
O 1.447932 -1.449537 -2.525392 -1.2038 -0.5269 -0.9158
C 0.999833 1.200501 -3.407541 -1.3229 0.1106 -0.8049
C 2.784463 0.861488 -1.783701 -0.5327 1.5864 1.8440
C -0.318571 -2.356269 -0.575320 1.1698 -0.6815 -1.4144
H 2.205787 -0.685593 0.894734 0.4478 0.1793 0.0760
H 2.543767 -1.746097 -0.505304 0.2422 0.0788 -0.0343
H 1.756348 -2.362159 0.917806 -0.4056 -0.1881 0.0658
H -1.364904 -0.098823 0.158874 1.6257 0.0171 0.1942
H -0.257732 -0.500015 1.479482 0.0458 0.1911 0.0286
H 1.358820 1.161465 0.750715 -0.3336 0.4350 0.2602
H -0.179558 2.021795 1.018314 0.0545 -0.3988 -0.1767
H 0.962815 2.778440 -1.101567 -0.8393 -1.4166 0.1871
H -0.540747 1.833473 -1.495233 -0.1533 0.1891 -0.0163
H -0.091283 1.069703 -3.686987 1.2071 0.1510 0.2446
H 1.272063 2.260345 -3.489099 -0.1660 -0.0832 -0.1113
H 1.614906 0.647087 -4.120029 -0.1113 -0.0662 0.0189
H 3.355827 0.126870 -2.342842 -0.0614 -0.0794 0.1515
H 3.076726 1.913438 -2.091058 -0.1268 -1.2107 0.2268
H 2.943083 0.816892 -0.660566 0.4428 -0.1930 -1.2988
H -0.302873 -3.013329 0.254821 -0.0510 -0.4102 1.2736
H 0.176100 -2.989259 -1.376426 -0.6452 0.8923 0.7408
H -1.341216 -2.190424 -0.849968 -0.5388 0.3236 -0.2573
H 0.869453 -1.702588 -3.303239 0.7117 0.5148 1.0716
C 1.115807 -5.820362 -1.641725 2.4259 -0.4442 -0.4008
C -0.266524 -6.176307 -1.323111 -1.5333 -0.4472 0.3008
C -0.598836 -7.677414 -1.509393 -1.8407 0.7661 0.2525
O -0.520860 -5.744039 0.018942 -0.2994 -0.0737 0.2085
H 1.418628 -6.154387 -2.634484 -0.1497 0.3650 -0.3653
H 1.790113 -6.426238 -1.011453 -0.1908 0.0914 0.1864
H 1.433010 -4.779634 -1.460588 -0.6116 -0.2740 -0.2589
H -0.996243 -5.716879 -2.015295 0.2622 0.6553 0.5541
H -0.558988 -8.068134 -2.526550 0.0993 0.4566 -0.2268
H -1.669825 -7.840964 -1.148589 1.5078 0.1003 -0.3225
H 0.077287 -8.247734 -0.944055 0.8179 -1.0178 1.0553
H 0.262314 -5.840102 0.657572 -1.0194 -0.2023 -1.0740
C 4.573847 -4.718137 -0.983861 -1.5096 1.0280 -0.0352
C 4.856185 -5.479752 0.267484 -0.5403 -1.0989 0.5809
C 6.250085 -5.286569 0.782870 -0.2233 0.3814 0.6164
O 3.958200 -5.201202 1.363288 -0.1442 1.1141 0.0463
H 4.636016 -3.651953 -0.661544 -0.3451 -0.3974 -0.8301
H 3.588022 -4.992432 -1.470402 0.9744 0.6507 0.9034
H 5.303115 -4.912436 -1.745822 0.6810 -0.0495 -0.2485
H 4.614180 -6.528104 0.089105 0.4412 -0.2787 -0.0855
H 6.393722 -4.227623 1.067359 -0.1781 -0.4335 0.3032
H 6.968708 -5.431140 0.009029 0.6882 -0.6069 -0.4938
H 6.374264 -5.961342 1.645882 0.4137 0.4692 -0.3261
H 4.246857 -4.380375 1.830117 -0.1308 -0.6677 -0.2689
C 2.003522 -3.354634 -5.735311 -0.7146 0.5888 0.6981
C 1.653543 -1.869896 -6.071856 -0.7838 -2.1007 0.9672
C 1.840951 -1.513083 -7.509135 -0.3512 0.3028 -0.7582
O 0.366013 -1.521336 -5.498282 0.6436 -0.0875 -0.2461
H 1.118688 -3.975166 -5.932746 0.3734 -0.1200 -0.2317
H 2.174078 -3.399776 -4.626847 0.0456 -0.1652 -0.9638
H 2.891141 -3.693797 -6.287297 -0.3041 -0.0263 0.2210
H 2.379206 -1.375416 -5.471220 0.3580 1.2497 0.3760
H 2.913557 -1.562777 -7.749227 -0.2808 0.5085 0.0564
H 1.377972 -0.520126 -7.652286 0.6333 -0.2283 -0.2505
H 1.381205 -2.195472 -8.240414 -0.2282 -0.0250 0.4425
H -0.411617 -1.949963 -5.925814 0.7363 0.1623 -0.0576
C -4.211414 -6.214181 -0.834692 2.2697 -0.1510 0.1509
C -4.367714 -4.845164 -0.255180 0.0280 1.7895 2.4432
C -4.798675 -4.823436 1.261168 0.7632 -2.6377 -1.0487
O -3.219775 -3.924164 -0.380620 -1.2163 -0.7710 -0.5514
H -3.371204 -6.745735 -0.277989 -0.7783 0.6499 -0.9190
H -4.005559 -6.127484 -1.906112 0.3799 -0.1684 0.1194
H -5.050383 -6.857826 -0.751782 -1.1410 -0.2476 0.3459
H -5.142832 -4.255574 -0.703348 -0.4837 0.0395 -0.9359
H -5.704877 -5.419330 1.479298 0.3016 0.0998 -0.4046
H -5.004449 -3.848019 1.571544 0.0150 1.6348 0.5019
H -3.982349 -5.292832 1.840800 -0.2679 0.4130 0.0112
H -2.391547 -4.307616 -0.084104 0.2863 -0.6639 0.2127
C 0.409944 -7.851443 3.052758 -1.1957 1.0227 0.5184
C 1.640627 -7.090224 2.735321 1.6886 -0.1470 -0.3004
C 2.624676 -8.073109 2.074041 0.7054 -0.7602 0.1709
O 1.348741 -5.985493 1.893932 0.5819 0.3961 -0.4555
H 0.593973 -8.506679 3.868145 0.2934 -0.9335 0.5386
H -0.020262 -8.371152 2.215113 0.0714 -0.3251 -0.4846
H -0.358403 -7.188526 3.428819 -0.3010 0.3727 -0.0106
H 2.133619 -6.686005 3.661473 -0.5102 -0.4016 -0.5157
H 2.440286 -8.297667 1.006138 -0.3039 0.4062 0.4336
H 2.537572 -9.046911 2.595789 0.0750 0.4130 -0.1993
H 3.684446 -7.790273 2.161014 -0.3554 0.2204 -0.0370
H 2.202415 -5.667518 1.501536 -0.4226 -0.1058 0.5335
```
Forces are in eV/Å.